[1]
{
  "formula": "C3H9O",
  "method": "ωB97M-V/def2-TZVPD",
  "energy_ev": -5302.5284,
  "spin_multiplicity": 1,
  "gap_ev": 6.17,
  "charge": -1,
  "lumo_energy_ha": 0.158,
  "species": ["C", "H", "H", "H", "H", "C", "O", "C", "H", "H", "H", "H", "H"],
  "positions_angstrom": [[-1.193684, -1.733339, 2.187496], [-1.861573, -0.909817, 2.655911], [-1.526848, -2.649707, 2.716701], [-0.214913, -1.271636, 2.432301], [-1.347953, -1.731375, 1.108063], [0.954308, 0.324162, -1.535588], [-0.143588, -0.350753, -0.995080], [0.630877, 1.868051, -1.343582], [1.280824, 0.032782, -2.497994], [1.885841, 0.019268, -0.909675], [1.037941, 2.307980, -2.171623], [1.058750, 2.228879, -0.277468], [-0.559985, 1.865504, -1.369462]],
  "forces_ev_per_angstrom": [[-1.29, 2.17, 1.44], [0.53, -1.19, -0.99], [0.85, 0.32, -0.42], [-0.20, -1.17, -0.22], [0.17, -0.08, 0.12], [-1.54, -0.39, 4.72], [0.89, -0.20, -1.01], [-1.56, -2.27, 3.23], [-0.08, 0.00, -2.04], [-0.44, 0.79, -0.45], [1.13, 2.26, -1.95], [-1.09, -0.53, -2.59], [2.63, 0.29, 0.18]]
}



[2]
{
  "formula": "C3H9O",
  "method": "ωB97M-V/def2-TZVPD",
  "energy_ev": -5299.0947,
  "spin_multiplicity": 2,
  "gap_ev": [2.90, 7.42],
  "charge": -2,
  "lumo_energy_ha": [0.276, 0.286],
  "species": ["O", "H", "C", "C", "C", "H", "H", "H", "H", "H", "H", "H", "H"],
  "positions_angstrom": [[-2.495435, 0.566440, 0.549074], [-3.302353, 0.271777, 0.987774], [1.418626, -0.114692, 0.985256], [0.464081, -0.561371, -0.121839], [0.763862, 0.102549, -1.493365], [2.453623, -0.489181, 0.988190], [1.028533, -0.447831, 1.964327], [1.504407, 0.974266, 1.052103], [-0.581307, -0.479529, 0.205059], [0.547578, -1.649684, -0.268495], [0.129847, -0.489136, -2.161140], [0.486455, 1.154559, -1.522388], [1.836589, 0.047397, -1.713971]],
  "forces_ev_per_angstrom": [[-0.20, -0.02, 0.00], [-0.08, -0.01, 0.04], [-0.17, -0.27, 0.86], [0.63, -0.06, -0.06], [-0.44, -0.81, 1.11], [-0.06, -0.06, -0.56], [0.00, 0.16, -0.08], [-0.13, 0.02, -0.12], [0.09, 0.80, -0.23], [0.40, -0.01, 0.00], [0.30, 0.42, -0.73], [-0.18, 0.04, 0.03], [-0.16, -0.20, -0.27]]
}



[3]
{
  "formula": "C3H9O2",
  "method": "ωB97M-V/def2-TZVPD",
  "energy_ev": -7350.4884,
  "spin_multiplicity": 1,
  "gap_ev": 7.53,
  "charge": -1,
  "lumo_energy_ha": 0.163,
  "species": ["C", "O", "H", "H", "H", "C", "O", "C", "H", "H", "H", "H", "H", "H"],
  "positions_angstrom": [[0.960266, -2.477159, -0.841024], [1.587750, -1.162788, -1.043325], [0.484166, -2.838495, -1.852357], [0.203720, -2.379938, -0.017470], [1.656326, -3.276754, -0.551295], [-1.088519, 0.943433, 0.487502], [-0.516067, 0.137861, -0.414327], [-0.193140, 2.224984, 0.774560], [-1.440868, 0.537867, 1.611410], [-2.174632, 1.218975, 0.066034], [0.865944, -0.426724, -0.859535], [0.264051, 2.027560, 1.768214], [-1.046879, 3.106953, 0.928580], [0.437881, 2.364223, -0.056967]],
  "forces_ev_per_angstrom": [[-0.77, 1.54, -1.17], [-0.65, -1.29, 0.22], [0.46, 0.61, 1.84], [0.34, -0.18, -0.98], [0.38, 0.53, -0.05], [-1.74, 0.29, -0.01], [0.02, -0.38, 0.64], [-4.57, 0.43, 2.31], [1.02, 0.23, -1.90], [1.55, 0.25, 0.77], [0.25, -1.35, 0.33], [0.32, 0.54, -0.88], [2.53, -1.65, -0.38], [0.86, 0.46, -0.73]]
}



[4]
{
  "formula": "C3H9O2",
  "method": "ωB97M-V/def2-TZVPD",
  "energy_ev": -7349.8186,
  "spin_multiplicity": 1,
  "gap_ev": 6.09,
  "charge": -1,
  "lumo_energy_ha": 0.145,
  "species": ["C", "O", "H", "H", "H", "C", "O", "C", "H", "H", "H", "H", "H", "H"],
  "positions_angstrom": [[-0.652412, -2.445832, -1.118878], [-0.946763, -1.923200, 0.135154], [-0.819771, -3.518631, -1.087504], [0.272449, -2.250546, -1.654667], [-1.421925, -2.134696, -2.033701], [-0.031013, 1.806910, 1.020764], [0.795155, 1.767187, 2.300283], [0.588516, 1.023127, -0.053770], [0.057726, 2.848539, 0.695462], [-1.128919, 1.537650, 1.054923], [1.007197, 0.818724, 2.031502], [1.544588, 1.365327, -0.312665], [0.075108, 1.137948, -1.019831], [0.660064, -0.032507, 0.042928]],
  "forces_ev_per_angstrom": [[-3.15, 0.84, 0.32], [0.96, 0.12, -1.65], [0.33, -0.89, -0.37], [1.13, 0.30, 0.29], [0.84, -0.22, 1.44], [-0.65, 2.01, 0.55], [-1.45, -2.84, -3.02], [-0.14, -0.47, -1.89], [-0.42, 0.11, 0.27], [1.21, 0.13, 0.94], [0.49, 1.30, 1.96], [1.79, 0.79, 0.06], [-0.50, 0.05, 0.41], [-0.45, -1.23, 0.68]]
}



[5]
{
  "formula": "C3H9O2",
  "method": "ωB97M-V/def2-TZVPD",
  "energy_ev": -7342.3806,
  "spin_multiplicity": 1,
  "gap_ev": 9.86,
  "charge": 1,
  "lumo_energy_ha": -0.204,
  "species": ["C", "C", "C", "O", "O", "H", "H", "H", "H", "H", "H", "H", "H", "H"],
  "positions_angstrom": [[1.268579, -0.795505, -2.562604], [-1.611934, 0.588535, 0.409592], [0.450121, 0.033382, 2.024641], [0.363476, -0.716659, -1.769882], [-1.019613, 1.122862, -0.559958], [1.686553, 0.083530, -3.067756], [1.725013, -1.757954, -2.816558], [0.641120, -0.973005, 1.672605], [-2.218308, 1.255744, 1.026913], [-0.490277, 0.486905, -1.179819], [-1.851785, -0.477359, 0.419800], [-0.518870, 0.394649, 1.588834], [0.337241, 0.043221, 3.102302], [1.238684, 0.711653, 1.711891]],
  "forces_ev_per_angstrom": [[0.54, 0.07, -0.49], [-1.13, 0.04, -1.16], [0.00, 0.00, 0.03], [-0.58, 0.18, 0.46], [0.35, -0.10, -0.03], [-0.08, 0.13, 0.03], [-0.10, -0.14, 0.11], [-0.06, -0.11, -0.09], [0.38, -0.01, 0.13], [-0.14, -0.15, 0.28], [0.41, 0.02, 0.07], [0.60, -0.07, 0.68], [-0.10, 0.04, 0.08], [-0.10, 0.10, -0.08]]
}



[6]
{
  "formula": "C3H9O2P",
  "method": "ωB97M-V/def2-TZVPD",
  "energy_ev": -16636.8550,
  "smiles": "CC(C)POO",
  "spin_multiplicity": 1,
  "gap_ev": 9.80,
  "lumo_energy_ha": 0.030,
  "species": ["C", "C", "C", "P", "O", "O", "H", "H", "H", "H", "H", "H", "H", "H", "H"],
  "positions_angstrom": [[-1.072842, -1.130151, 0.339212], [-0.010389, -0.039747, 0.261187], [-0.609012, 1.170009, -0.527567], [1.519562, -0.631983, -0.598047], [2.425886, 0.257330, 0.383950], [3.854479, -0.030892, 0.230470], [-0.949887, -1.747461, -0.497087], [-0.698367, -1.727395, 1.282059], [-1.989503, -0.710343, 0.503892], [0.315273, 0.392865, 1.249812], [-0.781704, 0.867198, -1.559000], [-0.025298, 2.077469, -0.492604], [-1.446254, 1.285314, 0.025080], [1.568839, -1.892408, 0.241582], [4.343936, 0.737302, 0.567142]],
  "forces_ev_per_angstrom": [[4.53, -1.07, 3.35], [0.62, 1.96, -0.52], [2.65, -1.53, -0.74], [-1.01, -2.61, 0.26], [2.49, 2.00, 1.73], [-0.32, -0.70, -0.55], [-0.56, -1.07, -1.29], [-1.30, 0.62, -1.78], [-2.57, 0.67, 0.21], [-0.44, -0.84, -0.72], [-0.33, 0.21, -0.03], [0.36, 0.14, -0.03], [-3.25, 1.14, 1.05], [0.00, 0.85, -0.97], [-0.88, 0.23, 0.04]]
}



[7]
{
  "formula": "C3H9O2S",
  "method": "ωB97M-V/def2-TZVPD",
  "energy_ev": -18187.3049,
  "spin_multiplicity": 1,
  "gap_ev": 6.37,
  "charge": -1,
  "lumo_energy_ha": 0.116,
  "species": ["C", "O", "C", "C", "S", "H", "H", "H", "H", "H", "H", "H", "H", "H", "O"],
  "positions_angstrom": [[-1.107320, -0.623260, 0.891803], [-0.762676, 0.286945, 1.864004], [0.123257, -1.005348, 0.006634], [0.288703, -0.063583, -1.204667], [1.065508, -0.845675, -2.665698], [-1.938314, -0.306864, 0.233133], [-1.433613, -1.532056, 1.453781], [0.948977, -0.777568, 0.683264], [0.096853, -2.034051, -0.369224], [0.864899, 0.814853, -0.929063], [-0.713773, 0.263757, -1.481106], [2.012440, -1.540019, -2.019403], [0.831850, 2.948553, 1.187441], [-0.225851, 1.731762, 1.343155], [-0.050936, 2.682549, 1.005943]],
  "forces_ev_per_angstrom": [[0.80, -0.15, 1.41], [0.05, 0.61, -0.72], [-0.30, 0.73, -0.26], [-0.10, -0.23, 0.56], [-0.16, 0.09, -0.07], [-0.16, 0.00, -0.15], [-0.15, -0.24, -0.70], [0.22, -0.71, -0.02], [0.06, -0.04, 0.30], [-0.10, 0.09, -0.05], [0.12, 0.06, -0.47], [-0.03, 0.07, 0.09], [1.02, -0.02, 0.36], [-0.16, -0.15, 0.19], [-1.12, -0.11, -0.45]]
}



[8]
{
  "formula": "C3H9O2S",
  "method": "ωB97M-V/def2-TZVPD",
  "energy_ev": -18187.5282,
  "spin_multiplicity": 1,
  "gap_ev": 6.66,
  "charge": -1,
  "lumo_energy_ha": 0.116,
  "species": ["C", "O", "C", "C", "S", "H", "H", "H", "H", "H", "H", "H", "H", "H", "O"],
  "positions_angstrom": [[-0.278582, -1.248403, -0.614507], [1.003704, -1.157626, -1.036512], [-1.003813, 0.158736, -0.578888], [-0.237509, 1.149116, 0.235080], [-1.058136, 2.738821, 0.660597], [-0.342442, -1.507359, 0.476041], [-0.938297, -1.936229, -1.172599], [-1.270258, 0.610557, -1.543665], [-2.000409, -0.063280, -0.144291], [0.620939, 1.532182, -0.316755], [0.085539, 0.757784, 1.195180], [-2.294763, 2.286880, 0.947125], [3.144776, -0.598211, 0.867835], [1.944406, -1.334567, 0.115289], [2.624843, -1.388400, 0.910070]],
  "forces_ev_per_angstrom": [[0.44, 1.73, 0.56], [-0.09, -0.34, -0.16], [-1.30, -0.77, -0.28], [0.18, 0.75, 0.51], [-0.47, 0.03, -0.22], [-0.09, -0.46, -0.21], [-0.04, -0.16, -0.11], [0.48, -0.27, -0.22], [0.24, 0.28, 0.27], [0.21, -0.42, 0.07], [0.23, -0.37, -0.14], [0.20, -0.04, 0.00], [0.26, 0.61, -0.17], [0.24, 0.20, -0.06], [-0.48, -0.77, 0.14]]
}



ΔE to the lowest compared entry with this formula, charge and spin values, unit eV, following the record order: 1.367, 0.474, 1.640, 2.310, 0.187, 4.165, 0.617, 0.394.